[1]
C54H60BrKN12O6P2 | ωB97M-V/def2-TZVPD

Each line ends with the Mulliken charge.
Positions of all 136 atoms, in Å:
K -0.626 0.475 -1.509  2.204
O -2.910 -5.746 1.490  -0.445
C -4.076 -5.161 1.052  0.994
C -5.280 -5.860 1.077  -0.797
C -6.441 -5.269 0.601  -0.651
C -6.395 -3.974 0.097  -0.761
C -5.190 -3.282 0.112  -0.359
C -4.017 -3.853 0.587  -0.483
C -2.762 -2.975 0.727  0.767
O -3.027 -1.748 1.187  -0.833
N -2.156 -2.863 -0.703  0.072
N -0.858 -2.776 -0.910  -0.319
C -0.090 -3.606 -0.296  -0.780
C 1.360 -3.595 -0.499  0.437
Br 2.030 -2.064 -1.448  -0.164
C 2.274 -4.498 -0.153  -1.004
C 2.058 -5.751 0.605  0.608
C 2.879 -6.850 0.328  -0.545
C 2.732 -8.048 1.014  -0.526
C 1.774 -8.168 2.016  -0.424
C 0.971 -7.078 2.323  -0.708
C 1.111 -5.882 1.627  -0.178
H -3.117 -6.609 1.853  0.292
H -5.307 -6.871 1.479  0.272
H -7.377 -5.811 0.642  0.361
H -7.296 -3.500 -0.277  0.401
H -5.138 -2.245 -0.211  0.327
H -2.004 -3.549 1.290  0.338
H -2.622 -2.074 -1.115  -0.231
H -0.490 -4.378 0.350  0.816
H 3.290 -4.327 -0.491  0.410
H 3.633 -6.758 -0.448  0.391
H 3.366 -8.894 0.768  0.361
H 1.664 -9.100 2.559  0.370
H 0.230 -7.156 3.111  0.405
H 0.503 -5.026 1.899  0.476
C -4.793 -1.255 -3.755  -1.004
C -5.833 -0.544 -3.180  -0.870
C -5.563 0.317 -2.126  -0.719
C -4.257 0.439 -1.670  0.118
N -3.241 -0.204 -2.260  1.950
C -3.511 -1.035 -3.272  -0.764
C -3.906 1.288 -0.490  0.401
C -4.819 1.547 0.522  -0.980
C -4.421 2.334 1.591  -0.864
C -3.124 2.819 1.630  -0.846
C -2.273 2.491 0.585  -0.392
N -2.656 1.753 -0.456  0.444
H -4.968 -1.964 -4.556  0.507
H -6.850 -0.666 -3.537  0.505
H -6.362 0.883 -1.663  0.500
H -2.653 -1.550 -3.706  0.358
H -5.815 1.117 0.494  0.385
H -5.116 2.554 2.393  0.388
H -2.775 3.435 2.451  0.486
H -1.235 2.824 0.571  0.284
C -3.286 2.727 -4.234  -1.157
N -2.097 2.140 -4.897  0.815
C -2.286 0.952 -5.742  -0.702
P -0.672 2.619 -4.245  -0.626
O -0.501 2.549 -2.780  -0.617
O 0.415 1.729 -5.077  0.117
P 0.979 0.295 -4.536  -0.979
O 0.123 -0.277 -3.481  -0.330
N 0.967 -0.594 -5.917  0.591
C 1.152 -0.055 -7.264  -1.069
C 1.428 -1.987 -5.747  -0.966
N 2.525 0.600 -4.069  0.526
C 2.712 1.236 -2.750  -0.580
C 3.460 1.108 -5.072  -0.941
N -0.456 4.146 -4.802  0.358
C 0.396 5.075 -4.061  -0.791
C -0.571 4.425 -6.230  -1.031
H -4.156 2.106 -4.441  0.421
H -3.488 3.740 -4.595  0.306
H -3.152 2.771 -3.149  0.215
H -3.259 0.520 -5.529  0.378
H -1.548 0.182 -5.548  0.124
H -2.249 1.205 -6.806  0.227
H 0.891 1.000 -7.292  0.204
H 0.498 -0.588 -7.956  0.307
H 2.181 -0.179 -7.618  0.427
H 1.293 -2.306 -4.710  0.219
H 2.488 -2.091 -6.009  0.272
H 0.843 -2.645 -6.391  0.357
H 1.959 0.892 -2.050  -0.369
H 2.641 2.329 -2.821  0.341
H 3.694 0.967 -2.354  0.468
H 3.274 0.653 -6.044  0.219
H 4.478 0.856 -4.770  0.347
H 3.388 2.198 -5.177  0.260
H 0.407 4.801 -3.008  0.032
H -0.002 6.087 -4.153  0.384
H 1.424 5.078 -4.443  0.274
H -1.182 3.661 -6.712  0.257
H 0.411 4.448 -6.714  0.311
H -1.049 5.395 -6.380  0.350
C 5.789 3.251 11.747  -0.858
O 6.029 3.990 10.561  -0.472
C 5.361 3.606 9.452  1.003
C 5.554 4.388 8.314  -0.562
C 4.920 4.065 7.135  -0.519
C 4.079 2.949 7.054  0.217
C 3.886 2.188 8.196  -0.810
C 4.519 2.505 9.395  -0.573
C 3.432 2.627 5.769  0.303
N 3.459 3.381 4.698  -0.823
C 2.735 2.692 3.747  0.706
C 2.270 1.510 4.248  0.465
N 2.722 1.478 5.546  -0.110
C 1.445 0.602 3.508  0.026
C 0.955 -0.624 3.988  -0.829
C 0.073 -1.339 3.222  -1.053
C -0.314 -0.829 1.973  -0.700
N 0.214 0.280 1.468  0.724
C 1.089 0.987 2.209  -0.015
C 1.642 2.216 1.624  -0.104
N 1.340 2.488 0.339  0.194
C 1.805 3.602 -0.197  -0.021
C 2.597 4.524 0.498  -1.019
C 2.923 4.252 1.803  -0.785
C 2.447 3.074 2.392  0.374
H 6.359 3.740 12.528  0.246
H 6.128 2.218 11.649  0.339
H 4.731 3.261 12.014  0.349
H 6.213 5.247 8.384  0.410
H 5.058 4.671 6.247  0.453
H 3.220 1.330 8.184  0.223
H 4.349 1.887 10.267  0.379
H 2.569 0.739 6.206  0.191
H 1.271 -0.993 4.958  0.393
H -0.340 -2.278 3.570  0.633
H -1.127 -1.299 1.407  0.555
H 1.525 3.781 -1.236  0.112
H 2.938 5.429 0.011  0.472
H 3.536 4.923 2.396  0.555

Values from the calculation:
* HOMO: -6.1671 eV
* energy above the lowest of the compared OMol25 structures with the same formula, charge and spin: 0.2828 eV
* spin multiplicity: 1
* molar mass: 1154.10 g/mol

=====

[2]
C35H48BN7S3SbSe4Tc | ωB97M-V/def2-TZVPD

Each line ends with the Mulliken charge.
Positions of all 100 atoms, in Å:
Tc -1.519 0.889 -2.102  -0.076
C -3.713 3.013 2.684  -1.790
C -2.561 1.996 2.675  0.466
C -2.483 0.969 3.606  -0.219
C -1.555 -0.126 3.503  -0.058
N -0.718 -0.231 2.481  -0.194
N -0.879 0.723 1.535  0.526
B -0.202 0.664 0.140  1.125
N 1.303 1.002 -0.025  0.740
N 2.078 0.737 1.042  -0.755
C 3.357 0.824 0.879  -0.646
C 3.939 1.311 -0.355  -0.574
C 3.097 1.723 -1.373  0.117
C 3.565 2.425 -2.566  -1.806
C 1.695 1.421 -1.229  0.299
S 0.734 1.541 -2.638  0.406
C 4.227 0.411 2.013  2.482
C 5.337 -0.382 1.341  -1.657
C 3.480 -0.535 3.007  -1.087
C 4.821 1.614 2.857  -1.653
N -0.605 -0.661 -0.556  0.764
N 0.516 -1.471 -0.747  -1.004
C 0.470 -2.708 -0.315  0.192
C -0.766 -3.286 0.239  -0.729
C -1.899 -2.565 0.125  0.129
C -3.298 -3.065 0.428  -2.198
C -1.790 -1.286 -0.427  1.326
S -3.118 -0.379 -0.820  -0.599
C 1.729 -3.540 -0.621  1.992
C 2.731 -2.727 -1.406  -1.470
C 1.358 -4.752 -1.484  -1.475
C 2.365 -3.853 0.773  -1.217
C -1.702 1.778 1.536  0.548
S -1.326 2.488 -0.041  -0.477
C -1.360 -1.121 4.643  1.866
C -2.577 -2.014 4.891  -1.580
C -0.990 -0.323 5.906  -1.616
C -0.094 -2.010 4.369  -1.719
H -4.672 2.419 2.736  0.391
H -3.720 3.500 1.801  0.501
H -3.560 3.773 3.470  0.366
H -3.203 0.915 4.477  0.469
H 5.014 1.446 -0.415  0.398
H 4.634 2.658 -2.485  0.432
H 2.905 3.272 -2.667  0.401
H 3.333 1.807 -3.506  0.296
H 4.948 -1.257 0.747  0.089
H 5.964 -0.712 2.184  0.517
H 6.095 0.227 0.815  0.564
H 3.139 -1.413 2.454  -0.341
H 2.619 -0.179 3.537  0.382
H 4.158 -0.934 3.768  0.547
H 5.400 2.384 2.322  0.333
H 5.545 1.038 3.448  0.451
H 4.044 1.986 3.518  0.412
H -0.802 -4.329 0.616  0.601
H -3.186 -3.916 1.081  0.493
H -3.860 -3.411 -0.402  0.309
H -3.741 -2.279 0.998  0.657
H 2.329 -2.505 -2.352  0.020
H 3.493 -3.457 -1.576  0.812
H 3.064 -1.850 -0.874  -0.401
H 1.551 -4.517 -2.521  0.231
H 0.302 -5.063 -1.282  0.373
H 1.862 -5.644 -1.281  0.475
H 2.530 -2.885 1.194  -0.125
H 3.382 -4.275 0.751  0.434
H 1.724 -4.474 1.398  0.384
H -3.490 -1.447 5.191  0.345
H -2.429 -2.733 5.700  0.457
H -2.917 -2.543 3.993  0.245
H -1.811 0.324 6.264  0.381
H -0.073 0.254 5.766  0.343
H -0.880 -1.041 6.746  0.434
H -0.311 -2.536 3.477  0.431
H -0.034 -2.735 5.175  0.522
H 0.840 -1.509 4.196  0.152
Se 4.153 -3.364 -4.838  -0.365
Sb 2.168 -2.947 -5.898  0.402
Se -0.106 -0.048 -5.510  -0.244
Se -1.358 -0.880 -3.793  -0.123
Se 1.982 -0.589 -4.836  0.059
C -5.101 1.905 -2.927  -1.127
C -4.391 2.889 -3.792  0.811
C -5.058 3.854 -4.527  -1.011
C -4.365 4.778 -5.318  -0.723
C -2.957 4.719 -5.378  -0.798
C -2.270 3.783 -4.659  1.284
C -0.778 3.640 -4.872  -0.964
C -2.970 2.885 -3.831  0.022
N -2.294 1.992 -3.106  -0.094
H -6.168 2.068 -2.978  0.471
H -4.670 2.026 -1.918  0.118
H -4.906 0.831 -3.178  0.207
H -6.106 3.854 -4.435  0.503
H -4.934 5.547 -5.803  0.439
H -2.482 5.460 -6.052  0.387
H -0.380 4.179 -5.793  0.448
H -0.563 2.582 -5.022  -0.103
H -0.276 3.984 -3.965  0.241

Values from the calculation:
* total charge: +2
* HOMO: -11.9699 eV
* energy above the lowest of the compared OMol25 structures with the same formula, charge and spin: 0.7470 eV
* spin multiplicity: 1
* molar mass: 1209.43 g/mol

=====

[3]
C6H13N | ωB97M-V/def2-TZVPD

Each line ends with the Mulliken charge.
Positions of all 20 atoms, in Å:
C 2.003 -2.655 -0.271  -1.166
C 1.148 -1.449 -0.047  -0.029
C 0.237 -0.766 -0.785  -0.376
C -0.926 -0.144 -0.100  -0.914
C -1.020 1.382 -0.093  0.403
C 0.184 2.143 0.546  -0.849
N -2.363 1.863 0.305  -0.660
H 2.008 -3.249 0.639  0.314
H 3.028 -2.260 -0.464  0.262
H 1.682 -3.229 -1.129  0.322
H 1.363 -0.959 0.929  0.249
H 0.288 -0.946 -1.850  0.357
H -1.113 -0.628 0.849  0.362
H -1.812 -0.402 -0.742  0.297
H -0.873 1.799 -1.093  0.145
H 0.830 1.245 0.587  0.150
H 0.036 2.386 1.617  0.300
H 0.684 2.777 -0.183  0.301
H -2.399 1.957 1.312  0.265
H -2.985 1.136 -0.026  0.270

Values from the calculation:
* structure (SMILES): C/C=C/C[C@H](C)N
* HOMO: -8.5842 eV
* energy above the lowest of the compared OMol25 structures with the same formula, charge and spin: 1.9505 eV
* spin multiplicity: 1
* molar mass: 99.18 g/mol

=====

[4]
C3H3IN2O2 | ωB97M-V/def2-TZVPD

Each line ends with the Mulliken charge.
Positions of all 11 atoms, in Å:
O 2.653 0.183 0.875  -0.587
N 1.628 0.740 1.150  0.427
C 0.518 1.174 1.100  -0.218
I -0.906 2.491 1.593  0.308
C -0.592 -1.490 -0.324  -0.573
O -0.254 -0.504 -1.268  -0.343
C -0.462 0.762 -1.315  0.597
N -0.525 1.876 -1.616  -0.468
H -0.870 -1.138 0.721  0.279
H 0.348 -2.167 -0.421  0.254
H -1.538 -1.927 -0.495  0.325

Values from the calculation:
* structure (SMILES): [O-][N+]#CI.COC#N
* HOMO: -9.4935 eV
* energy above the lowest of the compared OMol25 structures with the same formula, charge and spin: 4.7247 eV
* spin multiplicity: 1
* molar mass: 225.97 g/mol